Entry 1:
The following is a quantum chemistry calculation of a cluster of 13 separate species, C15H56N24O13 in total, from OMol25.

Properties
Total charge: -1
Multiplicity: 2
DFT total energy: -78849.37331 eV

Geometry as XYZ:
```
108
Properties=species:S:1:pos:R:3:forces:R:3
O 9.044 -3.546 -3.890 -0.801 -4.047 -0.341
O 13.596 -0.313 -10.720 1.930 -2.289 -1.229
O 11.405 -5.187 -3.359 1.938 0.271 0.176
O 11.516 -2.000 -6.572 -1.867 -2.707 0.311
O 15.604 -0.030 -8.968 -2.008 -0.842 0.593
O 10.659 4.808 -7.091 -3.933 3.777 1.754
O 14.509 2.093 -6.038 -2.211 -1.941 -2.417
O 8.104 -2.031 -7.785 -1.709 0.478 0.754
O 10.330 -5.288 -10.319 -2.690 0.594 -0.093
O 10.642 0.678 -3.801 -1.215 -6.146 -1.585
O 14.752 -4.538 -10.596 -3.281 -3.994 -6.100
O 16.657 -2.488 -5.644 -0.230 -1.074 -0.726
O 9.333 -6.031 -5.710 -0.992 -1.627 4.646
N 17.494 0.634 -9.692 3.639 0.694 -2.706
N 10.028 -4.488 -7.034 2.470 6.649 -1.233
N 12.077 4.203 -8.632 2.322 1.649 -4.629
N 9.817 -1.822 -2.781 0.926 1.420 1.777
N 13.433 -1.356 -7.620 1.218 -0.472 -0.883
N 12.041 -3.906 -9.872 1.202 1.711 0.780
N 9.762 -1.777 -9.207 3.226 0.864 -0.287
N 18.603 -1.729 -4.797 2.560 -0.915 0.467
N 12.375 -0.028 -6.253 0.781 3.664 1.580
N 15.685 -2.613 -10.029 0.911 2.715 -3.694
N 16.877 -0.414 -4.922 -1.313 2.600 0.628
N 11.745 2.177 -2.694 5.294 1.692 5.506
N 12.782 -3.442 -3.904 -0.465 1.548 0.290
N 15.298 2.052 -3.945 -0.786 -1.824 2.418
N 13.630 -5.408 -3.688 3.479 -3.817 0.293
N 15.895 3.597 -5.320 2.044 4.284 -1.532
N 9.494 -6.436 -7.795 -1.061 -4.992 -5.435
N 7.812 -1.984 -10.069 -3.508 0.056 -1.960
N 16.919 1.141 -7.563 0.427 0.108 0.302
N 15.700 -4.270 -8.703 2.017 -1.597 4.138
N 10.337 2.814 -4.116 -1.812 1.173 -1.316
N 11.796 2.932 -6.909 1.016 -2.286 0.514
N 8.945 -1.553 -4.829 -0.408 1.769 -0.868
N 12.338 -5.914 -10.777 3.016 -1.529 -0.506
C 11.439 4.050 -7.522 0.677 -2.286 2.195
C 9.581 -5.630 -6.793 -0.881 -2.497 1.184
C 9.268 -2.392 -3.861 -0.265 0.402 0.488
C 12.218 1.216 -9.879 0.226 3.383 0.185
C 15.167 2.558 -5.148 0.303 -0.653 1.239
C 11.516 -5.035 -10.318 -3.373 0.025 0.137
C 12.960 0.823 -11.157 -1.855 -0.234 1.427
C 12.391 -1.212 -6.755 0.707 -1.610 -2.347
C 13.887 1.963 -11.690 0.166 -0.956 -0.341
C 12.535 -4.739 -3.596 -4.929 1.943 -0.265
C 15.413 -3.887 -9.908 0.920 2.146 5.130
C 8.461 -1.869 -8.923 2.083 -1.080 0.741
C 10.865 1.777 -3.499 -0.557 2.464 -1.605
C 17.343 -1.596 -5.171 -0.886 -2.276 -0.641
C 16.658 0.543 -8.712 -1.671 0.236 0.625
H 14.895 1.680 -11.387 0.161 0.098 0.196
H 13.291 0.390 -6.339 -0.465 1.063 0.872
H 10.242 -4.215 -7.983 0.210 0.175 0.417
H 13.035 -3.848 -10.045 -0.249 0.860 0.004
H 15.954 2.461 -3.296 0.091 -0.271 0.214
H 11.898 0.697 -8.975 -0.390 -1.616 -1.050
H 13.661 -3.246 -4.362 -0.516 0.375 -0.224
H 15.670 4.138 -6.143 0.448 0.086 0.102
H 17.250 0.235 -10.588 0.048 0.021 0.380
H 11.595 2.752 -5.936 -0.001 0.207 -0.323
H 19.083 -0.921 -4.427 0.350 -0.405 -0.121
H 11.468 1.970 -10.120 -0.177 0.197 0.260
H 9.426 -6.263 -8.787 0.492 0.957 0.228
H 14.445 -0.123 -10.313 0.278 0.219 0.468
H 16.488 3.986 -4.600 0.015 0.086 -0.085
H 11.959 -2.883 -4.077 0.268 0.146 -0.203
H 11.719 0.162 -5.509 0.161 0.128 0.063
H 8.228 -1.732 -10.954 -0.167 -0.110 0.433
H 17.586 0.238 -4.617 -0.785 1.110 -0.048
H 15.970 -0.201 -5.311 0.252 0.322 0.308
H 10.083 -1.628 -10.153 -0.090 0.156 0.301
H 12.006 5.140 -9.004 0.198 -0.262 -0.202
H 10.427 -1.598 -8.467 -0.138 -0.111 0.250
H 9.244 -7.400 -7.623 -0.125 0.455 0.643
H 11.769 3.161 -2.468 0.601 -0.447 0.138
H 11.462 -3.081 -9.813 0.200 -0.411 0.278
H 12.934 3.689 -8.778 -0.232 0.364 -0.282
H 13.506 -6.369 -3.404 0.677 0.063 -0.025
H 18.325 1.204 -9.633 -0.121 -0.168 -0.087
H 12.233 0.416 -11.861 0.053 0.622 -0.650
H 12.530 1.613 -2.399 -0.431 -0.028 0.110
H 9.552 2.485 -4.659 -0.489 1.417 -0.094
H 15.683 -1.879 -9.335 0.042 -0.136 0.096
H 16.374 -3.695 -8.220 -0.226 -0.496 0.633
H 10.162 -0.879 -2.889 0.215 -0.355 0.632
H 15.415 -5.163 -8.326 0.142 0.249 -0.171
H 8.799 -1.938 -5.751 -0.144 0.504 -0.122
H 13.939 2.005 -12.778 -0.240 -0.170 -0.097
H 13.942 -0.542 -7.933 0.039 -0.202 0.072
H 17.886 1.337 -7.349 -0.232 0.255 0.570
H 11.982 -6.583 -11.444 0.596 0.086 0.435
H 9.998 -2.414 -1.983 0.095 0.246 -0.363
H 13.742 2.992 -11.362 -0.548 -0.228 0.356
H 6.804 -2.037 -10.034 0.222 -0.037 -0.092
H 14.854 1.167 -3.747 0.263 0.102 0.147
H 13.025 1.755 -9.382 0.214 0.670 0.262
H 10.536 3.678 -3.632 -1.248 0.419 -1.181
H 14.513 -4.922 -3.620 -0.103 -0.560 0.052
H 13.694 -2.200 -8.111 -0.646 -0.063 0.428
H 12.619 2.536 -7.340 -0.189 -0.686 1.021
H 15.444 -2.395 -10.985 -0.042 1.202 0.162
H 19.090 -2.580 -5.040 -0.040 0.349 0.204
H 9.081 -0.587 -4.568 -0.038 -0.087 -1.184
H 16.176 1.129 -6.878 0.260 0.217 0.068
H 10.380 -3.982 -6.234 -0.243 0.364 -0.384
H 13.259 -5.537 -10.603 0.930 -1.568 -1.359
```
Forces are in eV/Å.


Entry 2:
The following is a quantum chemistry calculation of a cluster of 11 separate species, C35H100N8O11 in total, from OMol25.

Properties
DFT total energy: -72352.48582 eV
SMILES: COC[C@H](C)N.COC[C@H](C)N.COC[C@H](C)N.COC[C@H](C)N.COC[C@H](C)N.COC[C@H](C)N.COC[C@H](C)N.COC[C@H](C)N.CO.CO.CO

Geometry as XYZ:
```
154
Properties=species:S:1:pos:R:3:forces:R:3
O -2.358 2.387 2.755 0.587 0.289 0.516
O 0.641 -3.260 4.939 -0.143 0.072 -0.232
O 5.959 5.177 1.741 0.152 -0.246 2.074
O -2.540 2.102 -3.299 -0.139 0.256 -0.917
O -4.076 -2.543 0.750 -0.733 -0.835 -0.899
O 1.272 2.039 -0.431 0.544 0.995 -0.258
O 3.961 6.064 3.628 1.209 -1.923 -2.237
O 1.219 -1.367 -4.761 0.226 1.193 0.027
O 5.525 -0.106 -1.002 -0.206 0.334 0.936
O -3.103 -5.468 -6.162 -1.918 -1.062 -0.371
O 3.126 -0.635 4.615 -1.077 1.296 -0.628
N -0.946 -3.260 -4.367 1.297 0.794 0.424
N -1.857 -0.472 4.398 0.351 0.828 2.943
N -1.578 0.037 -4.959 0.810 0.349 -0.043
N -5.445 0.999 1.520 -1.789 -1.300 0.858
N -3.337 -2.353 -1.997 -2.379 0.525 -1.160
N 4.517 3.197 0.162 -1.567 0.702 -1.080
N -0.493 -0.969 -1.658 -0.610 0.271 -0.947
N 3.258 2.934 3.910 0.462 -0.639 -0.736
C 3.669 -1.723 3.901 0.280 0.286 -0.618
C -4.534 -5.706 -6.110 1.010 0.502 -1.031
C 0.646 2.251 0.790 -1.491 -1.449 1.619
C -2.782 -4.401 -5.357 0.746 1.048 0.236
C -0.452 -1.395 2.707 0.518 1.001 -1.176
C -2.208 -4.255 -0.973 0.309 1.610 -0.791
C 4.652 2.109 -0.846 2.843 1.722 -0.294
C -3.902 0.249 -4.970 -2.393 0.633 -0.147
C 4.621 6.893 4.513 0.174 0.383 0.963
C -4.070 0.973 1.885 0.992 0.064 -1.728
C 1.633 -0.817 -0.499 0.069 -0.166 -1.519
C 6.051 6.263 0.892 0.074 -0.113 -1.118
C 5.989 -1.267 -0.309 -1.005 0.178 -0.059
C -1.333 -4.525 -4.923 1.014 -1.616 -0.157
C -2.576 2.294 -4.763 -0.179 0.728 1.959
C -3.677 2.362 2.331 -0.893 -0.347 1.146
C 0.289 -0.141 -0.787 1.092 0.012 -0.516
C 5.340 1.016 -0.119 1.727 -1.368 0.792
C -1.022 -5.772 -3.983 -1.324 -0.288 -0.920
C 5.640 2.673 -1.968 0.088 0.050 1.527
C 3.218 0.602 3.849 1.302 -0.641 0.833
C -3.292 0.553 0.615 -0.954 0.105 -0.050
C 1.876 -0.052 -4.717 0.224 -1.972 1.333
C -1.132 -1.690 4.021 -0.609 -0.480 -0.124
C 2.622 1.808 4.555 0.053 -0.810 0.086
C 0.546 1.244 -1.346 -0.507 0.311 -0.139
C -2.666 0.944 -5.390 0.370 -1.497 0.237
C 0.330 -4.483 5.556 1.380 -1.141 -1.058
C -4.542 -3.561 -0.201 -0.603 1.211 -0.242
C -3.546 -3.692 -1.409 -0.915 0.431 1.550
C 1.112 1.857 4.457 -0.777 0.859 1.822
C -4.738 -2.606 2.025 0.532 0.236 -0.615
C -1.895 3.695 2.971 0.976 0.135 -0.084
C -3.050 3.185 -2.542 1.358 0.542 -0.445
C -0.257 -2.210 5.179 -0.854 0.304 0.172
H 0.533 -0.858 2.830 -0.901 -0.421 0.157
H -2.810 -3.469 -5.926 -0.273 0.293 -0.088
H 5.415 -1.357 0.644 0.462 -0.065 -0.383
H 0.083 -1.033 -2.490 -0.326 -0.426 -0.646
H -2.245 -5.265 -0.666 -0.125 -1.306 -0.118
H -0.998 -2.484 5.962 0.560 0.091 -0.045
H -3.352 -0.536 0.416 -0.131 0.800 0.045
H 3.743 3.813 -0.162 0.836 -0.259 0.097
H 5.654 -2.125 -0.952 0.997 0.602 0.612
H -0.548 -4.945 5.114 -0.409 -0.012 0.022
H -5.777 -2.957 1.937 0.425 -0.345 0.108
H 0.679 1.301 1.430 0.648 1.368 -0.349
H -5.135 -5.015 -6.776 0.746 -0.625 0.609
H 6.608 6.970 1.439 0.587 1.243 0.641
H 4.104 2.838 1.004 -0.254 -0.598 0.675
H 0.215 -4.435 6.645 0.171 0.163 -0.103
H 2.869 3.841 4.011 -0.525 0.713 0.442
H -0.803 3.638 3.101 -0.352 -0.013 0.067
H 2.840 0.552 2.832 -0.351 -0.506 -0.268
H 3.749 1.738 -1.284 -0.810 0.013 -0.167
H -1.387 -0.595 -5.712 0.147 -0.168 -0.793
H -2.475 3.307 -1.608 -0.116 -0.241 -0.366
H 1.179 0.650 -4.265 0.067 0.361 -0.553
H -0.421 1.726 -1.605 0.280 -0.093 0.108
H -4.086 -3.163 2.724 -0.664 -0.160 -0.169
H -4.786 0.777 -5.321 -0.322 0.163 -0.330
H 4.787 0.729 0.813 0.031 -0.101 -0.683
H 5.051 6.703 0.690 0.629 -0.274 -0.534
H 4.293 0.864 3.769 -0.163 -0.373 -0.183
H 6.024 1.882 -2.600 -0.203 -0.242 -0.215
H -4.019 -0.772 -5.298 0.347 -0.367 -0.134
H -2.986 4.138 -3.090 0.118 -0.175 0.086
H -1.438 -3.122 -3.509 -0.669 0.425 0.656
H 4.755 -1.723 4.091 -0.153 -0.316 -0.328
H 0.697 1.802 3.459 0.240 -0.462 -0.252
H 0.647 1.122 5.152 0.355 0.142 -0.750
H -4.418 2.576 3.142 0.647 0.318 -0.039
H 2.306 -0.164 0.010 0.507 0.560 0.449
H 4.954 6.389 5.433 -0.411 0.043 0.014
H 3.468 -1.561 2.818 0.264 -0.393 0.424
H -4.014 0.321 -3.905 0.243 -0.344 0.703
H -1.333 -0.422 -1.922 0.572 -0.525 -0.054
H 0.289 -1.180 -4.970 0.328 -0.182 0.111
H -2.064 4.293 2.070 -0.156 0.243 0.063
H -0.238 -2.258 2.080 -0.005 -0.280 0.193
H 4.206 2.942 4.236 0.466 0.483 -0.113
H -1.798 -3.720 -0.127 -0.005 0.484 0.209
H -2.874 -1.802 -1.294 0.131 0.323 0.170
H -3.841 3.136 1.575 -0.080 -0.145 -0.469
H 6.364 1.354 0.266 -1.117 -0.178 -0.520
H -4.830 -5.570 -5.084 -0.519 -0.085 0.413
H 1.527 -1.708 0.056 -0.342 -1.035 0.911
H 4.646 5.614 3.010 -1.261 0.897 1.216
H 0.331 -1.378 5.509 0.456 0.670 0.444
H -4.652 -6.735 -6.409 -0.346 -0.228 -0.186
H 5.502 7.387 4.154 0.703 0.100 -0.804
H -4.729 -4.427 0.423 0.195 -0.793 -0.356
H 3.220 -2.683 4.199 0.043 0.548 0.146
H -3.995 -4.372 -2.152 -0.015 0.317 0.174
H -4.066 3.028 -2.304 -1.381 -0.261 0.373
H 3.017 1.672 5.576 -0.809 0.318 0.208
H 2.257 0.176 -5.704 -0.084 0.498 -0.127
H -0.740 -4.668 -5.864 -0.472 0.052 0.645
H 1.202 -5.148 5.248 -1.068 0.617 0.829
H 3.933 7.695 4.702 -0.330 0.415 0.756
H -6.074 0.965 2.325 0.245 0.167 -0.362
H -2.636 1.025 -6.469 0.139 0.275 -0.323
H -5.686 1.777 0.951 -0.148 0.613 -0.472
H -4.814 -1.589 2.392 0.092 0.192 0.031
H 1.142 1.199 -2.260 0.068 -0.011 0.085
H -2.037 -0.538 5.446 -0.299 -0.151 -1.522
H 2.730 -0.175 -4.001 -0.548 0.179 -0.710
H -3.902 0.238 2.664 0.135 0.157 0.335
H -1.021 -6.754 -4.513 0.698 0.879 -0.198
H -0.094 -5.585 -3.430 -0.313 -0.293 -0.050
H -1.957 -2.414 3.935 0.372 -0.159 -0.639
H -3.512 -4.290 -4.531 0.562 -0.067 0.095
H -5.539 -3.272 -0.678 0.939 -0.017 0.848
H 7.076 -1.177 -0.070 -0.705 -0.439 -0.375
H -1.111 -0.723 2.076 0.612 -0.706 0.799
H 2.171 -1.171 -1.439 -0.838 0.763 0.735
H -1.932 -0.633 -4.288 -0.143 0.244 0.503
H -1.882 -6.013 -3.329 0.436 0.816 0.346
H -1.218 0.341 4.448 -0.204 -0.478 -0.749
H 5.104 3.406 -2.561 0.064 0.191 -0.212
H 6.715 6.010 0.030 -1.055 0.311 0.041
H 5.589 4.410 1.326 -0.462 -0.927 -1.145
H -2.288 0.871 0.681 1.440 0.095 0.312
H -2.306 4.205 3.857 -0.208 -0.286 -0.237
H -3.684 1.166 -0.219 -0.128 -0.538 0.076
H -3.391 3.007 -5.033 0.253 -0.789 0.078
H -1.649 2.764 -5.010 0.770 0.383 -0.381
H 6.559 3.165 -1.495 -1.434 -0.583 -0.392
H 0.050 -3.189 -4.085 -0.768 -0.352 -0.600
H -0.360 0.008 0.033 -0.087 -0.040 1.639
H 0.923 3.174 1.327 0.822 -0.590 -0.375
H -4.287 -1.834 -2.241 2.504 -1.585 0.877
H -0.447 2.352 0.757 -0.227 0.160 -0.810
H -1.550 -4.055 -1.827 0.238 -0.643 0.498
H 0.723 2.828 4.844 0.421 -0.398 -0.112
```
Forces are in eV/Å.


Entry 3:
The following is a quantum chemistry calculation of an isolated molecule of C4H6N2, from OMol25.

Properties
DFT total energy: -7223.37117 eV

Geometry as XYZ:
```
12
Properties=species:S:1:pos:R:3:forces:R:3
N 1.220 1.120 -0.279 -0.168 0.185 -0.163
N 0.414 -0.967 0.142 -0.242 0.276 0.189
C -1.998 -0.461 0.095 0.434 0.163 -0.062
C -0.081 1.327 -0.244 0.682 -0.517 -0.019
C -0.538 -0.105 0.037 0.096 -0.182 -0.145
C 1.656 -0.248 0.046 -0.317 -0.017 -0.008
H 1.891 1.846 -0.492 -0.150 0.000 0.141
H -2.531 0.295 -0.489 -0.110 -0.253 0.111
H -2.152 -1.464 -0.311 -0.068 0.186 0.130
H -2.368 -0.424 1.129 0.093 -0.005 -0.242
H 2.123 -0.217 1.034 0.126 -0.156 -0.015
H 2.364 -0.703 -0.666 -0.376 0.321 0.082
```
Forces are in eV/Å.


Entry 4:
The following is a quantum chemistry calculation of a cluster of 2 separate species, C4H7N3 in total, from OMol25.

Properties
DFT total energy: -8727.83103 eV

Geometry as XYZ:
```
14
Properties=species:S:1:pos:R:3:forces:R:3
N 3.755 0.943 -0.511 -1.181 -0.415 0.107
N 0.620 1.003 0.840 0.254 0.011 -0.043
N 0.660 -0.752 -0.677 0.048 -0.199 0.537
C 1.249 0.284 -0.029 -0.279 -0.033 0.234
C -1.327 -0.952 0.273 0.856 -0.042 -0.355
C 2.655 0.621 -0.343 0.871 0.256 -0.201
C -1.870 0.079 -0.578 0.237 0.077 -0.216
H -1.815 1.087 -0.169 -0.182 -0.213 0.032
H 1.334 -1.284 -1.230 -0.343 -0.196 0.414
H -2.722 -0.158 -1.215 0.081 -0.086 0.295
H 1.197 1.767 1.174 0.008 -0.043 -0.014
H -0.847 -0.682 1.202 -0.046 -0.092 0.044
H -0.916 -0.060 -1.161 -0.727 0.872 -0.800
H -1.631 -1.984 0.111 0.403 0.102 -0.034
```
Forces are in eV/Å.